# 1
The following is a quantum chemistry calculation of a cluster of 2 separate species, C5H14N2O in total at a distorted geometry, from the OMol25 dataset.

* energy relative to the best compared isomer or geometry (same formula, charge and spin): 218.09 kJ/mol

Each line ends with the Löwdin charge.
Positions of all 22 atoms, in Å:
N -1.802 3.080 0.991  0.03
C -1.623 2.234 -0.094  -0.22
C -1.031 1.040 0.023  -0.16
C -0.812 0.122 -1.141  -0.24
C 0.465 -0.680 -1.192  -0.23
C 1.798 0.028 -1.157  -0.30
N 2.037 0.966 -0.068  0.00
H -1.584 2.680 1.886  0.08
H -2.417 3.870 0.951  0.07
H -1.802 2.601 -1.097  0.11
H -0.602 0.760 0.982  0.10
H -0.927 0.663 -2.090  0.11
H -1.631 -0.595 -1.204  0.10
H 0.458 -1.386 -0.355  0.11
H 0.416 -1.215 -2.143  0.11
H 2.003 0.557 -2.075  0.10
H 2.530 -0.774 -1.151  0.09
H 1.945 1.916 -0.395  0.06
H 1.394 0.817 0.700  0.04
O 0.650 -5.398 2.012  -0.07
H 0.044 -6.070 2.361  0.04
H 1.539 -5.756 2.080  0.03

Force components x, y, z for each atom (eV/Å):
0.229 0.145 -0.473
0.789 -0.487 0.467
0.096 0.360 -0.372
-0.537 0.397 -0.555
-0.137 -0.101 0.146
0.236 0.119 -0.061
0.210 -0.197 0.228
-0.263 0.205 0.122
-0.031 -0.146 0.042
-0.537 0.252 0.141
-0.448 -0.234 0.132
0.124 0.292 0.179
-0.118 -0.243 0.218
-0.045 -0.216 -0.170
0.168 -0.462 0.227
-0.151 0.256 -0.516
0.421 -0.131 0.207
-0.219 0.021 0.192
0.213 0.162 -0.153
-0.347 -0.091 0.074
0.432 0.229 -0.141
-0.086 -0.132 0.066

=====

# 2
The following is a quantum chemistry calculation of a structure of composition C5H14N2O at a distorted geometry, from the OMol25 dataset.

* energy relative to the best compared isomer or geometry (same formula, charge and spin): 530.78 kJ/mol

Each line ends with the Löwdin charge.
Positions of all 22 atoms, in Å:
C 1.366 -0.463 0.822  -0.28
C -0.154 -0.448 0.903  -0.20
C 1.691 1.826 -0.001  -0.08
C -2.281 0.383 0.165  -0.11
C -0.753 -0.489 -1.463  -0.10
N -0.875 0.217 -0.191  -0.31
N 1.911 -1.322 -0.203  0.00
O 0.631 2.465 0.461  -0.08
H -0.190 2.157 0.014  0.08
H 1.748 -0.677 1.833  0.12
H 1.599 -2.283 -0.092  0.08
H 2.924 -1.316 -0.185  0.08
H -0.416 0.083 1.821  0.12
H -0.515 -1.490 1.021  0.12
H 1.511 1.380 -0.996  0.04
H 1.929 0.676 0.710  0.03
H 0.297 -0.607 -1.717  0.06
H -1.249 0.090 -2.244  0.08
H -2.792 -0.579 0.330  0.09
H -2.366 0.978 1.076  0.08
H -2.797 0.910 -0.639  0.08
H -1.218 -1.489 -1.424  0.09

Force components x, y, z for each atom (eV/Å):
0.510 1.019 0.113
0.073 0.218 -0.177
0.353 0.738 -0.168
0.117 -0.052 -0.024
0.002 0.067 0.032
-0.050 -0.035 0.003
0.079 -0.054 -0.098
-0.188 -0.124 -0.065
0.232 -0.087 -0.037
-0.088 -0.080 -0.041
0.049 0.077 0.019
-0.061 -0.027 0.023
-0.016 -0.038 -0.001
0.010 0.045 0.007
-0.391 -0.120 0.042
-0.545 -1.493 0.363
-0.071 -0.009 -0.027
-0.028 -0.030 0.015
0.027 0.016 -0.012
-0.005 -0.016 0.005
-0.006 -0.028 0.010
-0.001 0.014 0.020

=====

# 3
The following is a quantum chemistry calculation of the molecule C5H14N2O at a distorted geometry, from the OMol25 dataset.

* energy relative to the best compared isomer or geometry (same formula, charge and spin): 186.53 kJ/mol

Each line ends with the Löwdin charge.
Positions of all 22 atoms, in Å:
C -1.857 1.637 -0.451  -0.14
N -1.678 0.341 0.161  -0.09
C -0.516 -0.463 -0.377  -0.42
C -0.663 -1.920 0.067  -0.04
N 0.666 0.219 0.064  -0.17
C 0.857 0.260 1.502  -0.08
C 1.907 -0.238 -0.666  -0.26
O 2.903 0.733 -0.568  -0.05
H -0.915 2.184 -0.416  0.07
H -2.596 2.215 0.104  0.07
H -2.168 1.584 -1.506  0.07
H -2.543 -0.186 0.206  0.10
H -0.514 -0.420 -1.484  0.14
H -1.564 -2.347 -0.367  0.08
H -0.740 -1.985 1.148  0.07
H 0.193 -2.500 -0.269  0.07
H 1.703 0.912 1.717  0.08
H 1.069 -0.722 1.944  0.08
H -0.039 0.677 1.953  0.08
H 2.348 -1.153 -0.243  0.13
H 1.631 -0.411 -1.717  0.12
H 2.512 1.583 -0.802  0.09

Force components x, y, z for each atom (eV/Å):
0.014 0.019 -0.291
0.842 -0.952 -0.112
-1.884 0.737 0.240
-0.055 0.408 -0.101
1.999 -0.548 -0.979
0.182 0.129 0.016
-1.362 0.461 0.642
0.357 0.229 0.084
0.016 -0.012 0.051
-0.043 -0.026 -0.013
-0.017 0.059 0.027
0.275 -0.047 -0.206
0.039 -0.052 0.258
-0.054 -0.103 -0.054
0.013 -0.036 0.118
0.050 -0.104 -0.004
-0.036 -0.034 0.035
-0.024 -0.057 0.020
0.015 -0.045 0.089
-0.171 0.125 -0.026
-0.102 -0.076 0.221
-0.055 -0.075 -0.017

=====

# 4
The following is a quantum chemistry calculation of the molecule C5H14N2O at a distorted geometry, from the OMol25 dataset.

* energy relative to the best compared isomer or geometry (same formula, charge and spin): 362.30 kJ/mol

Each line ends with the Löwdin charge.
Positions of all 22 atoms, in Å:
C -2.261 -1.162 -1.479  -0.09
C -1.216 -1.054 -0.385  -0.25
N -1.668 -0.155 0.683  -0.04
C -1.462 1.154 0.535  -0.06
O 0.211 1.545 0.277  -0.26
C 1.579 1.515 0.442  -0.33
C 2.125 0.153 0.885  -0.27
N 2.223 -0.784 -0.239  -0.01
H -3.236 -1.469 -1.080  0.08
H -2.403 -0.201 -1.979  0.07
H -1.959 -1.859 -2.259  0.07
H -0.994 -2.024 0.054  0.12
H -0.267 -0.660 -0.758  0.09
H -1.614 -0.504 1.624  0.13
H -1.459 1.767 1.420  0.12
H -1.619 1.576 -0.441  0.12
H 2.062 1.799 -0.511  0.11
H 1.933 2.231 1.200  0.10
H 3.096 0.349 1.357  0.10
H 1.395 -0.231 1.594  0.10
H 2.804 -0.364 -0.959  0.06
H 2.730 -1.622 0.020  0.06

Force components x, y, z for each atom (eV/Å):
-0.269 0.055 -0.177
-0.084 0.184 -0.086
-0.470 -0.366 0.208
3.032 0.039 0.196
-0.747 0.819 -1.090
-0.038 -0.786 0.547
0.077 0.363 -0.492
0.202 0.007 -0.217
0.252 -0.026 -0.062
-0.003 0.047 0.085
0.052 -0.122 0.065
-0.123 -0.055 0.078
-0.077 -0.123 -0.033
0.160 -0.052 0.004
-1.107 0.107 0.037
-0.651 0.142 0.086
0.005 -0.018 0.076
-0.147 0.191 0.041
-0.022 -0.255 0.251
0.232 -0.160 0.322
-0.149 0.089 -0.045
-0.126 -0.083 0.204

=====

# 5
The following is a quantum chemistry calculation of a cluster of 2 separate species, C5H14N2O in total at a distorted geometry, from the OMol25 dataset.

* energy relative to the best compared isomer or geometry (same formula, charge and spin): 858.59 kJ/mol

Each line ends with the Löwdin charge.
Positions of all 22 atoms, in Å:
N -0.589 1.503 -0.390  0.00
C 0.896 1.208 -0.627  -0.39
C 1.561 0.744 0.757  -0.18
O 2.104 1.788 1.657  -0.10
C 0.998 0.025 -1.561  0.08
N -0.790 -1.035 0.006  -0.03
C -1.730 -1.911 -0.639  -0.40
C -2.407 -2.163 0.614  -0.15
H -0.876 0.509 -0.250  -0.03
H -0.717 2.104 0.412  0.06
H 1.322 2.265 -0.913  0.18
H 0.676 0.401 1.286  0.10
H 2.307 0.032 0.486  0.09
H 3.044 1.824 1.871  0.07
H 2.002 -0.382 -1.741  0.09
H 0.024 -0.759 -0.652  0.00
H 0.419 0.093 -2.481  0.09
H -2.297 -1.501 -1.480  0.12
H -1.299 -2.824 -1.027  0.09
H -2.900 -1.232 0.960  0.09
H -3.147 -3.036 0.374  0.12
H -1.652 -2.489 1.332  0.08

Force components x, y, z for each atom (eV/Å):
2.179 -0.068 -1.809
-0.747 2.281 1.753
-0.021 2.092 0.107
-1.128 -0.111 -0.956
-1.000 1.888 0.102
-0.518 -0.598 -0.768
2.157 1.058 -1.498
-3.507 -1.951 1.073
-1.283 1.066 0.841
0.132 -0.154 0.210
-0.190 -2.201 -0.169
0.569 -0.773 0.241
0.551 -0.823 0.468
-0.189 -0.703 -0.754
-0.576 -0.557 0.651
3.266 -0.720 -1.212
-0.157 -0.040 0.203
-0.475 0.379 0.417
0.426 -0.519 -0.190
-0.013 -0.887 0.013
0.929 1.476 1.050
-0.404 -0.138 0.227

=====

# 6
The following is a quantum chemistry calculation of the molecule C5H14N2O, from the OMol25 dataset.

* energy relative to the best compared isomer or geometry (same formula, charge and spin): 277.49 kJ/mol

Each line ends with the Löwdin charge.
Positions of all 22 atoms, in Å:
C 2.072 -0.085 0.616  -0.06
C 1.026 0.468 -0.357  -0.43
N 1.518 0.583 -1.725  0.03
C -0.231 -0.422 -0.378  -0.35
C -1.298 0.180 -1.300  -0.05
N -0.671 -0.701 0.985  -0.24
C -1.362 0.368 1.669  -0.07
O -1.454 -1.870 1.023  -0.04
H 2.390 -1.076 0.297  0.08
H 1.652 -0.167 1.612  0.07
H 2.942 0.569 0.646  0.07
H 0.743 1.481 -0.047  0.13
H 1.829 -0.327 -2.053  0.08
H 2.318 1.205 -1.753  0.07
H 0.067 -1.400 -0.777  0.15
H -2.174 -0.465 -1.364  0.07
H -1.603 1.163 -0.950  0.08
H -0.874 0.290 -2.293  0.07
H -2.345 0.601 1.233  0.09
H -1.505 0.061 2.704  0.09
H -0.740 1.259 1.648  0.09
H -2.300 -1.715 0.565  0.09

Force components x, y, z for each atom (eV/Å):
-0.250 0.312 -0.091
0.123 -0.325 0.284
0.086 0.104 -0.191
-0.062 0.282 -0.291
0.163 -0.285 0.179
0.111 -0.029 0.021
-0.134 -0.250 0.067
-0.181 -0.231 0.018
0.042 -0.146 -0.029
0.069 -0.047 0.155
0.094 0.027 -0.023
-0.048 -0.054 0.028
0.071 0.055 0.005
-0.035 -0.096 -0.050
0.033 0.078 0.066
-0.125 -0.003 -0.023
-0.072 0.123 0.005
-0.073 0.025 -0.085
0.026 0.038 -0.021
-0.021 0.081 -0.017
0.029 0.123 0.000
0.152 0.218 -0.007